The following is a quantum chemistry calculation of a structure of composition C22H30MnO2Si, from the Open Molecules 2025 dataset.

Summary:
Spin multiplicity: 5
Expectation value of S²: 6.3335
F_max in eV Å⁻¹: 5.2
HOMO-LUMO gap (alpha / beta) in hartree: 0.128 / 0.192
Energy in Ha: -2446.7028
Net charge: +1

Element x y z (Å)
C  0.741  2.207  2.733
C  1.176  2.736  1.473
C  0.020  2.963  0.662
H  2.210  2.956  1.205
C  -1.146  2.570  1.426
C  -0.698  2.121  2.705
H  -1.327  1.875  3.551
H  1.367  2.010  3.603
H  0.003  3.381  -0.355
H  -2.185  2.674  1.110
Mn  0.124  0.855  1.187
C  -0.819  -3.460  -1.160
H  0.262  -3.581  -0.900
H  -1.088  -3.210  -2.223
H  -1.649  -3.806  -0.422
Si  0.199  0.503  -0.834
C  1.485  -0.285  -1.894
C  2.421  0.779  -2.044
H  2.334  1.658  -1.398
C  3.383  0.713  -3.032
H  4.044  1.563  -3.182
C  3.502  -0.435  -3.841
H  4.278  -0.473  -4.609
C  2.641  -1.509  -3.639
H  2.727  -2.400  -4.263
C  1.643  -1.448  -2.646
H  0.987  -2.306  -2.497
C  -1.324  0.786  -1.877
C  -1.050  1.049  -3.232
H  -0.085  0.753  -3.647
C  -1.962  1.751  -4.019
H  -1.709  1.976  -5.052
C  -3.186  2.165  -3.471
H  -3.896  2.711  -4.092
C  -3.501  1.842  -2.156
H  -4.460  2.155  -1.726
C  -2.594  1.120  -1.358
H  -2.844  0.863  -0.330
H  -0.902  -4.596  -1.446
H  -1.010  -2.556  -0.699
C  2.753  -0.429  3.169
O  1.355  -0.558  2.990
C  0.900  -1.858  3.332
C  -0.609  -1.906  3.379
O  -1.163  -0.679  2.927
C  -2.566  -0.648  3.160
H  3.317  -1.088  2.491
H  3.033  -0.678  4.211
H  3.020  0.616  2.974
H  1.270  -2.128  4.339
H  1.267  -2.594  2.601
H  -0.955  -2.722  2.736
H  -0.918  -2.098  4.413
H  -3.068  -1.545  2.757
H  -2.775  -0.599  4.243
H  -2.969  0.244  2.670